Entry 1:
ORCA calculation (ωB97M-V with the def2-TZVPD basis set) on C43H40N5O2ReS as an isolated structure.

Each line ends with the Löwdin spin population.
Element x y z (Å)
C 6.036 0.973 -1.512  0.00
C 1.438 -4.530 -4.888  0.00
N 2.811 -0.714 -0.699  0.02
H -4.634 -2.324 -3.645  0.00
N -2.257 3.541 -5.132  0.00
C -3.435 -0.006 -1.485  0.00
H 3.915 -4.540 -2.775  0.00
Re 1.950 0.145 0.871  0.80
C 2.146 -3.934 -3.848  0.00
H -1.886 4.216 -1.722  0.00
C 0.781 -3.771 -5.845  0.00
C -4.113 3.635 0.138  0.00
O 1.588 0.883 3.049  0.00
N 0.996 -1.991 -1.402  0.00
C -4.329 -0.887 -2.084  0.00
H -2.342 -2.095 -4.547  0.00
C 0.820 -2.385 -5.788  0.00
H -0.741 -0.547 -3.463  0.00
H 5.503 -3.315 0.577  0.00
C 6.490 -1.132 -0.448  0.00
C -4.485 5.174 -1.676  0.00
C 0.055 -1.796 -0.366  0.00
O 3.082 -0.544 2.411  0.01
C -1.036 -2.649 -0.452  0.01
N -1.062 0.517 2.272  0.02
H -4.640 4.285 -3.624  0.00
H -1.157 -3.365 -2.503  0.00
H 0.241 -4.265 -6.642  0.00
H 7.205 -1.849 -0.062  0.00
C 1.747 2.126 0.297  0.01
H -1.435 0.759 -1.478  0.00
H 1.567 -0.689 -4.692  0.00
H -5.336 -0.966 -1.696  0.00
H 0.316 -1.788 -6.536  0.00
H -2.038 -4.321 -1.334  0.00
H -4.358 1.988 -2.819  0.00
H 3.962 1.435 -1.791  0.00
C 2.847 -4.760 -2.806  0.00
C 4.658 -2.678 0.325  0.00
C 4.677 0.714 -1.418  0.00
H 1.404 -5.611 -4.946  0.00
C -4.295 4.930 -0.321  0.00
C 1.518 -1.769 -4.762  0.00
C -0.246 3.224 -0.759  0.00
C 6.943 0.045 -1.027  0.00
H 4.116 -2.453 1.245  0.00
C 0.353 2.184 -3.254  0.00
H -2.912 -1.237 2.004  0.00
C -1.123 -3.750 -1.476  0.00
C -2.080 -2.436 0.450  0.02
C -2.067 -1.399 1.346  0.01
H -1.933 0.690 2.738  0.00
C 0.200 -0.767 0.616  -0.02
C 4.231 -0.471 -0.843  0.00
C -3.932 -1.646 -3.178  0.00
H -4.616 6.186 -2.034  0.00
H 1.375 2.683 1.161  0.01
H -0.273 1.085 2.516  0.00
C 2.228 -1.512 -1.595  0.03
C -0.742 3.029 -3.098  0.00
H 2.772 2.471 0.092  0.01
C -1.578 3.320 -4.232  0.00
S -3.936 0.943 -0.069  0.00
H 0.581 1.783 -4.233  0.00
H 0.655 -2.568 -2.160  0.00
C -1.749 -0.645 -3.077  0.00
H 1.987 1.207 -2.305  0.00
C 2.172 -2.539 -3.808  0.00
H -0.285 -4.451 -1.402  0.00
H -0.484 3.640 0.213  0.00
C 1.142 1.868 -2.163  0.00
C 2.500 0.109 3.364  0.01
C -4.504 4.110 -2.566  0.00
C 0.864 2.389 -0.897  0.00
C -4.136 2.568 -0.758  0.00
H 2.444 -4.568 -1.809  0.00
C -4.339 2.807 -2.112  0.00
N 2.850 -1.861 -2.737  0.03
C -2.136 0.100 -1.973  0.00
H 2.843 -0.024 4.391  0.00
H 3.790 -1.518 -2.868  0.00
H -4.281 5.753 0.383  0.00
C 5.133 -1.416 -0.339  0.00
H 3.989 -3.251 -0.319  0.00
C -2.646 -1.517 -3.682  0.00
H 2.726 -5.821 -3.015  0.00
C -1.039 3.555 -1.845  0.00
H 8.005 0.238 -1.093  0.00
C -0.964 -0.532 1.428  0.02
H 6.379 1.895 -1.961  0.00
H -3.952 3.448 1.193  0.00
H -2.941 -3.093 0.415  0.00

Summary:
Net charge = +1
2S+1 = 2
HOMO level (alpha / beta) = -10.07 / -10.10 eV
Energy above the lowest of the compared OMol25 structures with the same formula, charge and spin = 0.0 kJ/mol
Lowest unoccupied orbital energy (alpha / beta) = -3.44 / -3.79 eV

=====

Entry 2:
ORCA calculation (ωB97M-V with the def2-TZVPD basis set) on C43H42CuFIN10O3S as an isolated structure.

Each line ends with the Löwdin spin population.
Element x y z (Å)
C 1.159 -2.826 2.514  0.00
H 0.659 2.666 -5.697  0.00
H -2.719 -2.064 -5.405  0.00
N 1.587 0.433 1.393  0.00
H 0.236 0.805 2.904  0.00
N -0.513 6.161 -3.247  0.00
C -1.946 0.178 2.091  0.00
C 2.864 0.227 1.085  0.00
H -3.142 -0.711 -0.481  0.00
C -1.903 -5.871 0.492  0.00
H -1.158 3.024 -7.322  0.00
C -2.845 1.203 -3.516  0.00
C -2.592 -1.412 4.200  0.00
C 0.066 4.414 -4.540  0.00
C -0.018 3.501 -5.595  0.00
C 3.569 0.485 3.353  0.00
C 2.013 3.751 -3.040  0.00
H 0.013 2.441 0.277  0.00
C 1.865 -3.085 0.075  0.00
C 0.684 2.948 -0.411  0.00
C -1.911 -0.829 -3.851  0.00
C -1.864 5.668 -5.316  0.00
C 1.059 -3.663 1.239  0.00
H 1.895 -3.794 -0.755  0.00
O 3.074 0.619 8.310  0.40
H -2.106 -6.934 0.488  0.00
O 5.205 -0.167 9.091  0.33
C 1.317 0.251 -2.734  0.00
H 0.713 -3.359 3.355  0.00
H -3.168 0.397 5.225  0.00
H 1.540 -4.620 1.466  0.00
H 4.895 0.042 1.694  0.00
H 0.154 -6.092 1.026  0.00
C -2.441 0.759 3.231  0.00
H -4.426 -0.348 -6.041  0.00
H -1.965 -3.050 2.984  0.00
Cu 0.015 -0.464 -0.119  0.00
C -2.891 -4.961 0.180  0.00
C -1.730 -1.203 1.912  0.00
C -3.837 -2.998 -1.911  0.00
H 2.736 3.678 -3.852  0.00
C -1.041 3.707 -6.491  0.00
H -2.737 4.888 -7.094  0.00
C -3.984 -1.289 -0.103  0.00
C 6.836 0.566 5.230  0.00
C 3.884 0.238 2.020  0.00
H -4.671 -2.471 -2.382  0.00
C 1.285 0.661 2.672  0.00
C -3.771 1.030 -4.537  0.00
H 1.944 0.881 4.702  0.00
C -2.774 -0.042 4.319  0.00
O 4.828 2.185 8.723  0.35
H -4.894 -0.938 -0.598  0.00
C -0.369 -4.029 0.852  0.00
H 2.893 -2.879 0.386  0.00
H 0.200 3.849 -0.785  0.00
N 1.657 2.405 -2.660  0.00
C 5.971 0.507 4.152  0.00
H -4.090 -1.086 0.961  0.00
N 0.496 5.602 -2.708  0.00
H -3.904 -4.056 -2.167  0.00
H -1.165 -1.549 -3.532  0.00
C -2.088 -1.976 3.039  0.00
H 0.635 -1.882 2.408  0.00
C -3.835 -2.780 -0.391  0.00
S 4.513 0.830 8.304  -0.06
H -4.494 1.799 -4.766  0.00
C -0.642 -5.393 0.798  0.00
H -2.562 6.485 -5.197  0.00
C 4.606 0.531 4.415  0.00
H 1.250 -0.788 -3.005  0.00
C 1.849 1.279 -3.437  0.00
C -1.953 4.777 -6.358  0.00
N 4.168 0.616 5.676  0.00
N -1.216 -1.702 0.745  0.00
C 5.089 0.666 6.609  -0.01
H -2.910 -2.613 -2.337  0.00
N 0.890 4.546 -3.461  0.00
H -2.575 1.833 3.246  0.00
N -1.941 0.316 -3.171  0.00
N 6.403 0.648 6.485  0.00
C 2.236 0.698 3.679  0.00
H 1.584 3.245 0.135  0.00
H 3.076 0.033 0.039  0.00
F -1.639 1.017 1.047  0.00
H 1.438 -2.155 -0.309  0.00
C 1.024 2.018 -1.518  0.00
H 2.339 1.323 -4.393  0.00
C -2.664 -3.585 0.183  0.00
H -2.842 -2.063 5.028  0.00
C -2.777 -1.114 -4.892  0.00
H 2.465 4.284 -2.206  0.00
H 2.206 -2.623 2.758  0.00
C -0.832 5.468 -4.396  0.00
I -2.863 2.989 -2.412  0.00
H -4.735 -3.263 0.005  0.00
H 6.361 0.455 3.147  0.00
H -3.878 -5.319 -0.092  0.00
H 7.910 0.551 5.089  0.00
N 0.792 0.726 -1.552  0.00
C -1.400 -3.098 0.580  0.00
C -3.725 -0.162 -5.237  0.00

Summary:
2S+1 = 2
HOMO level (alpha / beta) = -6.35 / -6.35 eV
Lowest unoccupied orbital energy (alpha / beta) = -0.99 / -4.32 eV

=====

What largest force on an atom values result from the calculations? In sequence: 0.35, 0.53 eV/Å.